Entry 1:
DFT (wB97M-V/def2-TZVPD) results for C20H27N3O4S in the gas phase.

Bonds (Å) are listed after each position.
CARTESIAN COORDINATES (ANGSTROEM)
1 C -5.47 -0.86 -0.14  C2 1.502, H29 1.087, H30 1.089, H31 1.090
2 C -4.09 -0.63 -0.68  C1 1.502, C3 1.389, C27 1.397
3 C -3.82 0.50 -1.43  C2 1.389, C4 1.383, H32 1.081
4 C -2.56 0.74 -1.95  C3 1.383, C5 1.381, H33 1.080
5 C -1.55 -0.17 -1.73  C4 1.381, C6 1.389, H34 1.078
6 C -1.79 -1.30 -0.96  C5 1.389, N7 1.412, C27 1.398
7 N -0.70 -2.16 -0.74  C6 1.412, S8 1.687, H35 1.011
8 S 0.31 -1.74 0.55  N7 1.687, O9 1.434, O10 1.445, C11 1.752
9 O 1.62 -2.21 0.25  S8 1.434
10 O -0.29 -2.24 1.77  S8 1.445
11 C 0.29 0.01 0.58  S8 1.752, C12 1.416, C25 1.376
12 C 1.17 0.83 -0.17  C11 1.416, C13 1.490, C21 1.374
13 C 2.16 0.30 -1.15  C12 1.490, O14 1.219, N15 1.347
14 O 1.81 0.03 -2.29  C13 1.219
15 N 3.44 0.19 -0.73  C13 1.347, C16 1.449, C20 1.444
16 C 4.41 -0.48 -1.57  N15 1.449, C17 1.531, H36 1.090, H37 1.096
17 C 4.83 -1.78 -0.88  C16 1.531, O18 1.413, H38 1.091, H39 1.098
18 O 5.36 -1.51 0.41  C17 1.413, C19 1.410
19 C 4.37 -0.92 1.22  O18 1.410, C20 1.536, H40 1.091, H41 1.098
20 C 3.90 0.41 0.62  N15 1.444, C19 1.536, H42 1.090, H43 1.098
21 C 0.80 2.13 0.06  C12 1.374, C22 1.487, N23 1.373
22 C 1.40 3.38 -0.49  C21 1.487, H44 1.086, H45 1.091, H46 1.090
23 N -0.27 2.12 0.93  C21 1.373, C24 1.437, C25 1.362
24 C -0.97 3.27 1.42  N23 1.437, H47 1.091, H48 1.093, H49 1.087
25 C -0.59 0.84 1.24  C11 1.376, N23 1.362, C26 1.482
26 C -1.71 0.48 2.15  C25 1.482, H50 1.091, H51 1.089, H52 1.086
27 C -3.06 -1.54 -0.42  C2 1.397, C6 1.398, C28 1.502
28 C -3.27 -2.77 0.43  C27 1.502, H53 1.092, H54 1.085, H55 1.089
29 H -6.15 -0.09 -0.51  C1 1.087
30 H -5.85 -1.83 -0.46  C1 1.089
31 H -5.48 -0.83 0.95  C1 1.090
32 H -4.62 1.21 -1.61  C3 1.081
33 H -2.38 1.63 -2.54  C4 1.080
34 H -0.56 -0.03 -2.15  C5 1.078
35 H -0.96 -3.13 -0.62  N7 1.011
36 H 3.95 -0.68 -2.53  C16 1.090
37 H 5.28 0.18 -1.69  C16 1.096
38 H 5.63 -2.28 -1.44  C17 1.091
39 H 3.96 -2.43 -0.79  C17 1.098
40 H 4.83 -0.75 2.20  C19 1.091
41 H 3.51 -1.59 1.32  C19 1.098
42 H 3.09 0.83 1.22  C20 1.090
43 H 4.73 1.12 0.58  C20 1.098
44 H 2.21 3.11 -1.15  C22 1.086
45 H 1.79 4.02 0.30  C22 1.091
46 H 0.66 3.95 -1.06  C22 1.090
47 H -2.04 3.15 1.25  C24 1.091
48 H -0.80 3.40 2.49  C24 1.093
49 H -0.63 4.16 0.90  C24 1.087
50 H -2.67 0.67 1.67  C26 1.091
51 H -1.66 1.06 3.07  C26 1.089
52 H -1.63 -0.57 2.39  C26 1.086
53 H -3.37 -3.65 -0.20  C28 1.092
54 H -4.16 -2.68 1.03  C28 1.085
55 H -2.42 -2.91 1.09  C28 1.089

HOMO = -0.309 Ha
net charge = 0
frontier orbital gap = 8.90 eV
SMILES string = Cc1cccc(NS(=O)(=O)c2c(C(=O)N3CCOCC3)c(C)n(C)c2C)c1C
M = 405.5 g mol⁻¹

---

Entry 2:
DFT (wB97M-V/def2-TZVPD) results for C20H27N3O4S in the gas phase.

Bonds (Å) are listed after each position.
CARTESIAN COORDINATES (ANGSTROEM)
1 C -6.29 -2.61 -0.56  C2 1.529, H29 1.086, H30 1.086, H31 1.087
2 C -5.86 -1.18 -0.21  C1 1.529, C3 1.530, O4 1.424, H32 1.100
3 C -6.13 -0.24 -1.39  C2 1.530, H33 1.087, H34 1.087, H35 1.087
4 O -4.48 -1.21 0.12  C2 1.424, C5 1.405
5 C -4.09 -0.53 1.29  O4 1.405, C6 1.535, H36 1.100, H37 1.094
6 C -3.93 0.99 1.11  C5 1.535, C7 1.532, H38 1.091, H39 1.091
7 C -3.00 1.34 -0.05  C6 1.532, N8 1.443, H40 1.092, H41 1.093
8 N -1.65 0.89 0.18  C7 1.443, C9 1.351, H42 1.005
9 C -0.68 1.72 0.62  N8 1.351, O10 1.222, C11 1.476
10 O -0.86 2.92 0.74  C9 1.222
11 C 0.61 1.05 0.90  C9 1.476, C12 1.387, N27 1.371
12 C 0.88 -0.31 0.97  C11 1.387, C13 1.400, H43 1.071
13 C 2.23 -0.44 1.32  C12 1.400, S14 1.769, C26 1.377
14 S 3.15 -1.95 1.39  C13 1.769, O15 1.429, O16 1.431, N17 1.689
15 O 4.18 -1.85 2.37  S14 1.429
16 O 2.23 -3.06 1.45  S14 1.431
17 N 3.88 -2.00 -0.13  S14 1.689, C18 1.462, C25 1.401
18 C 2.97 -2.23 -1.25  N17 1.462, C19 1.541, H44 1.089, H45 1.094
19 C 2.95 -0.94 -2.09  C18 1.541, C20 1.502, H46 1.089, H47 1.094
20 C 4.15 -0.20 -1.57  C19 1.502, C21 1.377, C25 1.396
21 C 4.75 0.96 -2.01  C20 1.377, C22 1.390, H48 1.080
22 C 5.84 1.45 -1.32  C21 1.390, C23 1.385, H49 1.080
23 C 6.32 0.80 -0.19  C22 1.385, C24 1.389, H50 1.080
24 C 5.72 -0.37 0.27  C23 1.389, C25 1.381, H51 1.077
25 C 4.63 -0.86 -0.43  N17 1.401, C20 1.396, C24 1.381
26 C 2.75 0.83 1.44  C13 1.377, N27 1.346, H52 1.071
27 N 1.77 1.72 1.20  C11 1.371, C26 1.346, C28 1.440
28 C 1.98 3.14 1.21  N27 1.440, H53 1.092, H54 1.090, H55 1.088
29 H -5.72 -2.96 -1.42  C1 1.086
30 H -7.35 -2.64 -0.80  C1 1.086
31 H -6.09 -3.27 0.28  C1 1.087
32 H -6.44 -0.84 0.66  C2 1.100
33 H -7.18 -0.28 -1.66  C3 1.087
34 H -5.53 -0.54 -2.24  C3 1.087
35 H -5.89 0.79 -1.14  C3 1.087
36 H -4.80 -0.73 2.10  C5 1.100
37 H -3.13 -0.97 1.56  C5 1.094
38 H -4.91 1.44 0.92  C6 1.091
39 H -3.54 1.40 2.04  C6 1.091
40 H -2.96 2.42 -0.18  C7 1.092
41 H -3.37 0.87 -0.97  C7 1.093
42 H -1.48 -0.10 0.14  N8 1.005
43 H 0.21 -1.13 0.83  C12 1.071
44 H 1.99 -2.52 -0.86  C18 1.089
45 H 3.36 -3.07 -1.83  C18 1.094
46 H 3.02 -1.15 -3.16  C19 1.089
47 H 2.04 -0.35 -1.93  C19 1.094
48 H 4.37 1.47 -2.89  C21 1.080
49 H 6.33 2.35 -1.66  C22 1.080
50 H 7.17 1.20 0.34  C23 1.080
51 H 6.06 -0.88 1.15  C24 1.077
52 H 3.74 1.13 1.69  C26 1.071
53 H 2.62 3.43 0.38  C28 1.092
54 H 2.45 3.44 2.15  C28 1.090
55 H 1.01 3.64 1.12  C28 1.088

HOMO = -0.317 Ha
net charge = 0
frontier orbital gap = 9.23 eV
SMILES string = CC(C)OCCCNC(=O)c1cc(S(=O)(=O)N2CCc3ccccc32)cn1C
M = 405.5 g mol⁻¹

---

Entry 3:
DFT (wB97M-V/def2-TZVPD) results for C20H27N3O5 in the gas phase.

Bonds (Å) are listed after each position.
CARTESIAN COORDINATES (ANGSTROEM)
1 O -1.22 -2.91 -1.16  C2 1.219
2 C -1.26 -1.94 -0.44  O1 1.219, C3 1.496, N19 1.352
3 C 0.01 -1.25 -0.03  C2 1.496, C4 1.400, C18 1.376
4 C 1.01 -1.99 0.61  C3 1.400, C5 1.370, H29 1.079
5 C 2.24 -1.44 0.87  C4 1.370, C6 1.415, H30 1.076
6 C 2.57 -0.12 0.50  C5 1.415, N7 1.356, C14 1.419
7 N 3.85 0.33 0.55  C6 1.356, C8 1.446, C13 1.446
8 C 4.29 1.44 -0.26  N7 1.446, C9 1.529, H31 1.096, H32 1.101
9 C 5.74 1.35 -0.75  C8 1.529, C10 1.530, H33 1.092, H34 1.091
10 C 6.11 0.00 -1.37  C9 1.530, C11 1.527, H35 1.092, H36 1.092
11 C 6.63 -1.00 -0.34  C10 1.527, C12 1.525, H37 1.092, H38 1.093
12 C 5.55 -1.49 0.62  C11 1.525, C13 1.535, H39 1.091, H40 1.092
13 C 4.84 -0.35 1.36  N7 1.446, C12 1.535, H41 1.093, H42 1.092
14 C 1.50 0.65 -0.01  C6 1.419, N15 1.422, C18 1.398
15 N 1.51 2.07 -0.07  C14 1.422, O16 1.220, O17 1.224
16 O 0.80 2.63 -0.90  N15 1.220
17 O 2.17 2.67 0.76  N15 1.224
18 C 0.26 0.06 -0.32  C3 1.376, C14 1.398, H43 1.080
19 N -2.42 -1.43 0.03  C2 1.352, C20 1.442, C24 1.447
20 C -2.58 -0.35 0.98  N19 1.442, C21 1.529, H44 1.090, H45 1.097
21 C -3.34 0.81 0.35  C20 1.529, C22 1.539, H46 1.090, H47 1.090
22 C -4.70 0.32 -0.17  C21 1.539, C23 1.536, O25 1.416, O28 1.422
23 C -4.49 -0.87 -1.12  C22 1.536, C24 1.527, H48 1.090, H49 1.090
24 C -3.68 -1.97 -0.43  N19 1.447, C23 1.527, H50 1.091, H51 1.096
25 O -5.39 1.34 -0.86  C22 1.416, C26 1.410
26 C -6.42 1.82 -0.03  O25 1.410, C27 1.530, H52 1.089, H53 1.098
27 C -6.75 0.60 0.83  C26 1.530, O28 1.410, H54 1.090, H55 1.098
28 O -5.51 -0.05 0.95  C22 1.422, C27 1.410
29 H 0.81 -3.02 0.88  C4 1.079
30 H 2.98 -2.07 1.34  C5 1.076
31 H 3.64 1.49 -1.14  C8 1.096
32 H 4.17 2.39 0.29  C8 1.101
33 H 5.85 2.13 -1.50  C9 1.092
34 H 6.44 1.58 0.06  C9 1.091
35 H 5.24 -0.42 -1.88  C10 1.092
36 H 6.89 0.16 -2.11  C10 1.092
37 H 7.05 -1.87 -0.86  C11 1.092
38 H 7.44 -0.54 0.23  C11 1.093
39 H 4.82 -2.07 0.06  C12 1.091
40 H 6.01 -2.16 1.36  C12 1.092
41 H 4.34 -0.74 2.25  C13 1.093
42 H 5.57 0.38 1.69  C13 1.092
43 H -0.48 0.70 -0.78  C18 1.080
44 H -1.60 -0.03 1.35  C20 1.090
45 H -3.17 -0.73 1.83  C20 1.097
46 H -2.79 1.23 -0.49  C21 1.090
47 H -3.50 1.59 1.09  C21 1.090
48 H -3.97 -0.51 -2.00  C23 1.090
49 H -5.47 -1.26 -1.42  C23 1.090
50 H -3.47 -2.78 -1.12  C24 1.091
51 H -4.25 -2.35 0.43  C24 1.096
52 H -7.24 2.16 -0.66  C26 1.089
53 H -6.06 2.65 0.59  C26 1.098
54 H -7.10 0.85 1.84  C27 1.090
55 H -7.48 -0.05 0.33  C27 1.098

HOMO = -0.299 Ha
net charge = 0
frontier orbital gap = 8.00 eV
SMILES string = O=C(c1ccc(N2CCCCCC2)c([N+](=O)[O-])c1)N1CCC2(CC1)OCCO2
M = 389.5 g mol⁻¹

---

Entry 4:
DFT (wB97M-V/def2-TZVPD) results for C20H27N3O6 in the gas phase.

Bonds (Å) are listed after each position.
CARTESIAN COORDINATES (ANGSTROEM)
1 C 5.68 0.54 1.14  O2 1.408, H30 1.097, H31 1.089, H32 1.095
2 O 4.42 0.00 1.46  C1 1.408, C3 1.405
3 C 4.30 -1.38 1.25  O2 1.405, C4 1.540, H33 1.093, H34 1.101
4 C 4.33 -1.80 -0.23  C3 1.540, O5 1.408, H35 1.093, H36 1.096
5 O 3.41 -1.08 -1.01  C4 1.408, C6 1.356
6 C 2.08 -1.33 -0.87  O5 1.356, C7 1.374, C24 1.424
7 C 1.52 -2.38 -0.19  C6 1.374, C8 1.406, H37 1.078
8 C 0.12 -2.52 -0.11  C7 1.406, N9 1.354, C22 1.419
9 N -0.38 -3.64 0.47  C8 1.354, C10 1.303
10 C -1.67 -3.78 0.42  N9 1.303, N11 1.329, H38 1.083
11 N -2.57 -2.89 0.00  C10 1.329, C12 1.327
12 C -2.13 -1.73 -0.47  N11 1.327, N13 1.362, C22 1.433
13 N -3.06 -0.79 -0.78  C12 1.362, C14 1.447, C21 1.450
14 C -2.89 0.60 -0.42  N13 1.447, C15 1.534, H39 1.088, H40 1.095
15 C -3.50 0.87 0.96  C14 1.534, C16 1.533, H41 1.090, H42 1.092
16 C -4.98 0.47 1.01  C15 1.533, C17 1.516, C20 1.529, H43 1.096
17 C -5.82 1.42 0.18  C16 1.516, O18 1.201, O19 1.341
18 O -6.56 1.12 -0.72  C17 1.201
19 O -5.68 2.69 0.59  C17 1.341, H44 0.970
20 C -5.14 -0.98 0.55  C16 1.529, C21 1.528, H45 1.090, H46 1.090
21 C -4.46 -1.19 -0.81  N13 1.450, C20 1.528, H47 1.089, H48 1.093
22 C -0.72 -1.53 -0.68  C8 1.419, C12 1.433, C23 1.405
23 C -0.13 -0.52 -1.45  C22 1.405, C24 1.371, H49 1.079
24 C 1.23 -0.41 -1.55  C6 1.424, C23 1.371, O25 1.380
25 O 1.81 0.55 -2.35  C24 1.380, C26 1.411
26 C 1.70 1.88 -1.88  O25 1.411, C27 1.531, H50 1.092, H51 1.098
27 C 2.64 2.13 -0.69  C26 1.531, O28 1.409, H52 1.099, H53 1.101
28 O 2.39 3.43 -0.21  C27 1.409, C29 1.405
29 C 3.23 3.78 0.86  O28 1.405, H54 1.088, H55 1.097, H56 1.097
30 H 6.48 -0.03 1.61  C1 1.097
31 H 5.68 1.56 1.54  C1 1.089
32 H 5.84 0.58 0.06  C1 1.095
33 H 3.33 -1.65 1.69  C3 1.093
34 H 5.09 -1.93 1.78  C3 1.101
35 H 5.30 -1.56 -0.67  C4 1.093
36 H 4.17 -2.88 -0.31  C4 1.096
37 H 2.11 -3.15 0.28  C7 1.078
38 H -2.08 -4.71 0.80  C10 1.083
39 H -1.84 0.86 -0.39  C14 1.088
40 H -3.40 1.21 -1.18  C14 1.095
41 H -3.39 1.92 1.21  C15 1.090
42 H -2.95 0.28 1.70  C15 1.092
43 H -5.34 0.57 2.04  C16 1.096
44 H -6.24 3.28 0.06  O19 0.970
45 H -6.20 -1.23 0.45  C20 1.090
46 H -4.68 -1.65 1.28  C20 1.090
47 H -4.50 -2.24 -1.08  C21 1.089
48 H -4.96 -0.59 -1.57  C21 1.093
49 H -0.75 0.16 -2.02  C23 1.079
50 H 1.98 2.52 -2.71  C26 1.092
51 H 0.68 2.12 -1.57  C26 1.098
52 H 3.68 2.03 -1.01  C27 1.099
53 H 2.45 1.39 0.10  C27 1.101
54 H 2.93 4.77 1.20  C29 1.088
55 H 3.13 3.06 1.69  C29 1.097
56 H 4.28 3.81 0.55  C29 1.097

HOMO = -0.296 Ha
net charge = 0
frontier orbital gap = 8.56 eV
SMILES string = COCCOc1cc2ncnc(N3CCC(C(=O)O)CC3)c2cc1OCCOC
M = 405.5 g mol⁻¹